{
  "formula": "C4H16LiO8S",
  "method": "the ωB97M-V functional and the def2-TZVPD basis",
  "gap_ev": 4.5,
  "total_charge": -1,
  "de_lowest_ev": 3.642,
  "total_energy_ha": -1169.5078,
  "homo_ha": -0.094,
  "elements": ["O", "H", "H", "H", "H", "O", "C", "O", "O", "H", "H", "O", "C", "H", "C", "H", "O", "Li", "H", "O", "H", "H", "H", "O", "H", "H", "C", "H", "S", "H"],
  "coordinates": [[-4.15, 0.91, -0.71], [1.05, 2.31, -1.91], [-1.69, -1.30, 0.13], [3.30, 1.23, -0.93], [-2.04, -3.37, 2.28], [-1.62, -2.30, 0.51], [-2.46, -2.50, 1.64], [-1.96, 0.18, -0.62], [-2.62, 1.92, -2.06], [1.04, -0.09, 2.66], [2.59, -0.87, -1.77], [0.72, 0.45, 1.99], [2.54, 2.02, -0.90], [1.95, -2.66, -1.69], [1.79, -1.72, -1.67], [1.02, -2.11, -0.10], [-3.20, -0.27, -2.39], [-0.17, 0.22, -0.05], [1.03, -1.63, -2.80], [1.17, 1.69, -1.17], [3.05, 2.37, -1.79], [-2.69, -1.62, 2.16], [0.45, 2.20, 3.33], [1.05, -1.36, -0.45], [0.54, 2.27, 1.65], [-3.59, -2.92, 1.44], [1.06, 1.85, 2.40], [2.05, 1.84, 2.27], [-3.00, 0.72, -1.43], [2.77, 2.53, -0.01]],
  "lowdin_charge": [-0.3418, 0.1035, 0.0695, 0.0678, 0.0731, -0.2051, -0.2062, -0.4861, -0.3915, 0.0285, 0.0938, -0.1374, -0.1547, -0.0155, -0.0636, -0.0577, -0.3800, 0.6663, 0.1896, -0.1054, 0.0797, 0.0360, 0.1337, -0.1133, 0.0273, 0.1079, -0.0375, 0.0369, -0.0765, 0.0584]
}